11
Properties=species:S:1:pos:R:3 method="wB97M-V/def2-TZVPD" homo_lumo_gap_ha=0.366 smiles="C#CC(=O)NC" e_above_lowest_kj_mol=293.3 largest_force_ha_per_bohr=0.0237
C 2.8629 -0.0773 0.3420
C 1.9393 -0.3626 -0.3941
C 0.5408 -0.2270 0.1128
O 0.3861 -0.2995 1.3212
N -0.4830 0.0387 -0.7255
C -1.8222 0.1191 -0.1689
H 3.3431 0.2631 1.2416
H -0.3031 0.1731 -1.7059
H -2.4928 -0.5377 -0.7273
H -2.2240 1.1387 -0.1599
H -1.7471 -0.2286 0.8639

=====

49
Properties=species:S:1:pos:R:3 method="wB97M-V/def2-TZVPD" homo_lumo_gap_ha=0.217 total_charge=-1 e_above_lowest_kj_mol=69.6 largest_force_ha_per_bohr=0.0090
Pd -0.0150 -1.2263 -0.5098
C 0.1375 2.4483 0.3170
C 0.7816 2.3240 -1.0564
N 1.1094 0.9643 -1.4719
C 1.1480 0.8784 -2.9316
C 1.1736 -0.5371 -3.4802
C 2.3647 0.4696 -0.8963
C 2.4420 0.3729 0.6251
N 1.2495 -0.2026 1.1855
C 1.1857 -0.3668 2.4891
C -0.0831 -0.6486 3.0930
F -1.1826 -0.6371 2.3066
C -0.2652 -0.8936 4.4266
F -1.5268 -1.1651 4.8544
C 0.7646 -0.8642 5.3560
C 2.0020 -0.5469 4.8186
F 3.0743 -0.4891 5.6443
C 2.2182 -0.3049 3.4805
F 3.5094 -0.0532 3.1192
H -0.3684 3.4153 0.3833
H 0.8502 2.3875 1.1358
H -0.5876 1.6484 0.4612
H 1.6770 2.9709 -1.1276
H 0.0678 2.7108 -1.7895
H 2.0082 1.4520 -3.3338
H 0.2473 1.3749 -3.3018
H 2.1177 -1.0503 -3.3012
H 1.0153 -0.5067 -4.5608
H 0.3912 -1.1460 -3.0117
H 3.2074 1.1102 -1.2326
H 2.5320 -0.5245 -1.3063
H 2.6413 1.3749 1.0405
H 3.3566 -0.2056 0.8249
H 0.6156 -1.0615 6.4038
S 1.1286 -3.7509 -1.3329
C 0.1202 -3.8806 0.0135
N 0.5756 -4.3819 1.1779
C -0.1352 -4.2150 2.4314
C -1.6154 -4.4446 2.1802
C -2.0904 -3.5022 1.0868
N -1.1988 -3.5814 -0.0669
H 1.5710 -4.5261 1.1851
H 0.0325 -3.2107 2.8377
H 0.2627 -4.9390 3.1439
H -2.1852 -4.2564 3.0908
H -1.7751 -5.4854 1.8864
H -2.1101 -2.4806 1.4615
H -3.0947 -3.7718 0.7521
H -1.3853 -2.9627 -0.8632

=====

15
Properties=species:S:1:pos:R:3 method="wB97M-V/def2-TZVPD" homo_lumo_gap_ha=0.285 smiles="CCCNC(=O)[O-]" total_charge=-1 e_above_lowest_kj_mol=20.5 largest_force_ha_per_bohr=0.0306
C -2.3212 -1.1872 -1.6029
C -0.8716 -1.0820 -1.0968
C -0.6124 0.3933 -0.7163
N 0.7390 0.6290 -0.2903
C 1.1233 0.5681 1.1226
O 2.3572 0.4982 1.2818
O 0.1716 0.5474 1.9358
H -2.5931 -0.3178 -2.2336
H -2.5353 -2.0186 -2.2818
H -3.0532 -1.1381 -0.8121
H -0.2262 -1.3106 -1.9565
H -0.6617 -1.7864 -0.2991
H -0.9600 0.9856 -1.5681
H -1.2669 0.7189 0.1059
H 1.4513 0.1176 -0.7912

=====

83
Properties=species:S:1:pos:R:3 method="wB97M-V/def2-TZVPD" homo_lumo_gap_ha=0.077 total_charge=-1 largest_force_ha_per_bohr=0.1937
O 2.7595 2.5644 0.7894
C 2.5412 3.7706 -0.0762
C 2.2993 3.1413 -1.6065
C 0.8197 2.3681 -1.5049
C -0.4922 3.3932 -1.4634
C -2.0144 2.8023 -1.3174
B -3.2441 3.9216 -1.2629
O -4.4713 3.5250 -0.5390
O -3.0640 5.2437 -1.9605
C -2.2053 1.1765 -1.2210
N -3.5357 0.4409 -1.0574
S -3.0501 -1.2455 -0.9932
N -1.3051 -1.3272 -1.1263
C -0.8887 0.1501 -1.2653
C 0.6656 0.7171 -1.4114
H 1.8210 2.3371 1.1129
H 3.4530 4.5059 -0.0245
H 1.5671 4.3385 0.3135
H 2.2713 3.9912 -2.4372
H 3.1029 2.3404 -1.9023
H -0.3376 4.5668 -1.4986
H -4.1866 3.4201 0.4336
H -2.5887 5.8524 -1.2910
H 1.6253 0.0445 -1.4142
Li -4.6713 -2.9339 -0.1657
F 0.2287 1.9181 0.7383
Li 2.9287 6.0719 -0.1271
C -3.4055 -3.8083 4.7639
S -2.3945 -4.0233 3.2788
O -3.3123 -3.9542 2.0949
C -2.0070 -5.7668 3.5651
H -3.7918 -2.7863 4.7755
H -4.2421 -4.5110 4.7522
H -2.7903 -3.9715 5.6516
H -2.9289 -6.3505 3.6264
H -1.4362 -5.8681 4.4914
H -1.4044 -6.1299 2.7290
F 6.1552 -1.5240 -3.2286
Al 5.3287 -0.3143 -2.1812
F 3.6798 -0.9073 -1.7652
F 5.1993 1.2522 -3.0603
F 6.2805 -0.0781 -0.6706
C -7.9014 -4.8655 5.1261
C -8.8710 -5.7170 5.4661
C -9.2006 -6.8938 4.6153
O -10.0841 -7.6693 4.9634
C -8.4418 -7.0768 3.3682
C -7.4745 -6.2233 3.0266
C -7.1267 -5.0625 3.8912
O -6.2203 -4.3057 3.5598
O -6.7593 -6.3878 1.8547
O -9.6052 -5.5369 6.6240
H -7.6498 -4.0073 5.7364
H -8.7036 -7.9261 2.7502
H -6.1173 -5.6448 1.8344
H -10.2430 -6.2832 6.6472
C 2.8918 9.2502 -3.3105
C 1.9378 8.0491 -3.4180
C 0.7783 8.4040 -4.3636
O 1.4294 7.8260 -2.2186
H 2.3942 10.1489 -2.9226
H 3.7438 9.0289 -2.6550
H 3.2975 9.5036 -4.2972
H 2.5075 7.2578 -3.9256
H 0.2020 9.2710 -4.0151
H 0.0828 7.5630 -4.4794
H 1.1623 8.6487 -5.3612
C 8.7316 -3.9014 -2.1006
C 8.1184 -3.4266 -0.7871
C 9.0432 -3.6405 0.4128
C 9.3457 -5.1217 0.5705
N 9.5967 -6.3505 0.7011
H 8.9254 -4.9787 -2.0903
H 8.0485 -3.7028 -2.9325
H 9.6757 -3.3827 -2.3030
H 7.1715 -3.9563 -0.6261
H 7.8809 -2.3605 -0.8706
H 8.5645 -3.2722 1.3263
H 9.9823 -3.0932 0.2772
O 1.2947 3.6053 -5.4316
V 1.5570 5.2348 -6.0335
O 1.8194 6.8643 -6.6354
Cl -4.7430 1.7775 1.4811

=====

14
Properties=species:S:1:pos:R:3 method="wB97M-V/def2-TZVPD" homo_lumo_gap_ha=0.335 e_above_lowest_kj_mol=399.3 largest_force_ha_per_bohr=0.0141
C -0.9923 1.2885 -0.0936
C 0.1482 0.3178 -0.3324
C 1.1304 0.1007 0.7055
O 0.5510 0.2127 -1.6424
C -0.1618 -1.3061 0.1332
O 0.0793 -2.1224 -0.7956
H -0.6885 2.3184 -0.3196
H -1.8323 1.0334 -0.7492
H -1.3393 1.2549 0.9477
H 0.6238 -1.3717 1.1027
H 0.9853 0.4932 1.7162
H 2.1368 -0.2167 0.4306
H 0.4462 -0.7669 -1.8304
H -1.0869 -1.2358 0.7273

=====

64
Properties=species:S:1:pos:R:3 method="wB97M-V/def2-TZVPD" homo_lumo_gap_ha=0.200 total_charge=-1 e_above_lowest_kj_mol=2.3 largest_force_ha_per_bohr=0.0433
C 4.4985 -5.6314 2.3490
C 3.3785 -5.3810 3.1432
C 2.3821 -4.5053 2.7023
C 2.4689 -3.9060 1.4363
P 0.9799 -3.1162 0.6728
C -0.3332 -4.2824 1.2353
C -1.1652 -4.0052 2.3276
C -2.1391 -4.9367 2.7164
C -2.2905 -6.1476 2.0373
C -1.4260 -6.4453 0.9818
C -0.4544 -5.5225 0.5863
C 0.6148 -1.4490 1.2039
C 1.6802 -0.5529 1.1851
N 2.5780 0.2160 1.1605
O 1.1948 -3.1307 -0.8115
C 3.6471 -4.0767 0.6899
C 4.6400 -4.9539 1.1348
H 5.2597 -6.3368 2.6805
H 3.2668 -5.8758 4.1071
H 1.5213 -4.3148 3.3435
H -1.0560 -3.0667 2.8723
H -2.8028 -4.7033 3.5459
H -3.0900 -6.8423 2.3007
H -1.5252 -7.3894 0.4485
H 0.2112 -5.7630 -0.2423
H -0.3341 -1.2140 1.7095
H 3.7804 -3.5386 -0.2476
H 5.5284 -5.1180 0.5307
C -0.0693 6.5169 3.1307
N 0.0224 6.3745 1.6945
C 0.5260 7.5426 0.9975
C -0.0675 5.1165 1.0956
C -1.3126 4.6627 0.5914
C -1.4216 3.3767 0.1095
C -0.2890 2.5448 -0.0694
C -0.4229 1.2551 -0.7388
C -0.9627 1.2023 -1.9847
C -1.3421 -0.0205 -2.7655
O -1.2601 -1.1800 -2.3983
C -1.8791 0.4799 -4.0823
C -1.8661 1.8783 -4.0846
C -2.3476 2.6292 -5.1544
C -2.8439 1.9437 -6.2653
C -2.8338 0.5326 -6.2968
C -2.3550 -0.2027 -5.2022
C -1.2119 2.3957 -2.8530
O -0.9010 3.5689 -2.6877
C 0.9586 3.0664 0.3192
C 1.0692 4.2928 0.9438
H -0.2643 5.5378 3.5861
H 0.8782 6.9308 3.5067
H -0.8882 7.2087 3.3741
H 0.7843 7.2995 -0.0406
H -0.2265 8.3457 0.9938
H 1.4137 7.9383 1.5132
H -2.1666 5.3520 0.5865
H -2.4037 2.9902 -0.1707
H -0.0857 0.3612 -0.2289
H -2.3281 3.7191 -5.1071
H -3.2338 2.5072 -7.1117
H -3.2041 0.0197 -7.1860
H -2.3388 -1.2894 -5.2132
H 1.8256 2.4556 0.0832
H 2.0337 4.6372 1.3158

=====

17
Properties=species:S:1:pos:R:3 method="wB97M-V/def2-TZVPD" homo_lumo_gap_ha=0.366 smiles=C[C@H](N)CCS e_above_lowest_kj_mol=34.2 largest_force_ha_per_bohr=0.0367
C 1.0515 1.7905 -0.3284
C 0.0404 0.7468 0.1546
N 0.2434 0.4375 1.5484
C 0.0199 -0.4669 -0.7978
C -0.5367 -1.7911 -0.2769
S -2.1429 -1.6505 0.6019
H 2.0813 1.5058 -0.1116
H 0.8816 1.9257 -1.3807
H 0.8993 2.6182 0.3727
H -0.9067 1.2976 0.0884
H -0.2550 -0.3777 1.9134
H 1.1961 0.2331 1.8266
H 1.0736 -0.6373 -1.0374
H -0.5120 -0.2646 -1.7315
H 0.1856 -2.2503 0.3896
H -0.7259 -2.4831 -1.0869
H -2.5934 -0.6337 -0.1441

=====

Number 1: LUMO energy 0.251 eV. Number 2: LUMO energy 3.032 eV. Number 3: LUMO energy 3.771 eV. Number 4: LUMO energy -2.985 eV. Number 5: LUMO energy 0.136 eV. Number 6: LUMO energy 1.711 eV. Number 7: LUMO energy 0.948 eV.